# 1
{"formula": "C7H12", "method": "ωB97M-V with the def2-TZVPD basis set", "gap_ev": [7.613, 7.615], "homo_ev": [-6.77, -6.77], "relative_energy_kj_mol": 336.94, "species": ["C", "C", "C", "C", "C", "C", "C", "H", "H", "H", "H", "H", "H", "H", "H", "H", "H", "H", "H"], "positions_angstrom": [[1.45151, -1.08004, -1.82972], [0.23405, -0.46054, -1.14962], [0.11703, -0.80791, 0.34807], [-0.73442, 0.28400, 0.94471], [-0.94924, 0.40039, 2.42289], [-0.54160, 1.41922, 0.03147], [0.16798, 1.05514, -1.11692], [2.37081, -0.75493, -1.32838], [1.40941, -2.17711, -1.80031], [1.51334, -0.76875, -2.87975], [-0.67212, -0.84972, -1.66548], [-0.18351, -1.83942, 0.56035], [1.13253, -0.65816, 0.78592], [-1.72767, 0.87980, -0.12470], [0.01217, 0.56520, 2.94373], [-1.38101, -0.51321, 2.84796], [-1.59326, 1.25031, 2.66758], [-0.72727, 2.43537, 0.38759], [0.10126, 1.62036, -2.04539]], "atomic_forces_ev_per_a": [[0.0, 0.0, 0.0], [-0.1, 0.0, 0.1], [-0.2, -0.1, -0.2], [-0.5, 0.6, -1.1], [-0.2, 0.1, -0.1], [1.5, 0.3, -0.1], [-0.5, 0.1, 0.1], [-0.1, -0.1, -0.1], [0.0, 0.2, 0.0], [0.0, -0.1, 0.2], [0.1, 0.1, 0.1], [0.0, 0.2, 0.0], [-0.3, 0.1, 0.0], [0.4, -1.5, 1.7], [-0.1, 0.0, -0.3], [0.0, 0.2, -0.1], [0.0, -0.1, 0.0], [-0.2, -0.2, -0.3], [0.2, 0.0, 0.3]]}

# 2
{"formula": "C6H13HgO3", "method": "ωB97M-V with the def2-TZVPD basis set", "gap_ev": [9.960, 6.261], "homo_ev": [-13.17, -13.40], "total_charge": 1, "multiplicity": 3, "s_squared": 2.007, "relative_energy_kj_mol": 76.66, "species": ["C", "C", "C", "C", "O", "Hg", "H", "H", "H", "H", "H", "H", "H", "O", "C", "C", "O", "H", "H", "H", "H", "H", "H"], "positions_angstrom": [[-0.07772, -2.46839, -0.13699], [1.18389, -2.03814, -0.15590], [1.61243, -0.66626, -0.58938], [2.32651, 0.11523, 0.51172], [2.33755, 1.47047, 0.38664], [0.97352, 2.47030, -1.12033], [-0.91777, -1.81144, -0.38400], [1.97431, -2.68194, 0.24740], [-0.31703, -3.49788, 0.13353], [0.71970, -0.11253, -0.91633], [2.31034, -0.75590, -1.43797], [3.33896, -0.27799, 0.73227], [1.77534, -0.01264, 1.47854], [-0.34714, 2.09672, 0.63047], [-1.39438, 1.15665, 0.77214], [-2.13388, 0.98530, -0.53697], [-3.04434, -0.07333, -0.35743], [0.36493, 1.95350, 1.40103], [-2.08837, 1.48764, 1.56251], [-0.96513, 0.18683, 1.08127], [-1.42119, 0.73503, -1.34467], [-2.64321, 1.92547, -0.80260], [-3.56731, -0.18668, -1.15494]], "atomic_forces_ev_per_a": [[0.2, 0.2, 0.0], [-0.2, -0.3, 0.6], [0.2, -0.1, -0.2], [-0.6, -0.4, 0.0], [1.1, -0.4, 0.5], [0.1, 0.9, -1.9], [0.2, -0.3, -0.2], [-0.2, 0.0, -0.5], [0.1, 0.4, 0.1], [0.2, -0.1, 0.0], [-0.3, 0.1, 0.1], [-0.1, 0.3, 0.1], [0.2, -0.2, 0.1], [2.4, 0.2, 3.2], [-0.8, -1.3, 0.8], [-0.1, 0.2, -0.4], [0.2, 0.0, 0.2], [-2.6, 0.6, -2.2], [0.2, -0.1, -0.3], [-0.3, 0.2, -0.2], [0.0, 0.2, 0.1], [0.1, -0.2, 0.0], [-0.1, 0.0, -0.1]]}

# 3
{"formula": "C7H12N4O2", "method": "ωB97M-V with the def2-TZVPD basis set", "gap_ev": 8.812, "homo_ev": -8.28, "relative_energy_kj_mol": 266.69, "species": ["O", "C", "N", "C", "C", "O", "N", "C", "N", "C", "C", "C", "N", "H", "H", "H", "H", "H", "H", "H", "H", "H", "H", "H", "H"], "positions_angstrom": [[-0.39971, -1.38190, 2.11746], [-0.33843, -0.68142, 1.06588], [-1.10475, -0.38041, 0.02093], [-2.32199, -0.98805, -0.20868], [-3.50680, -0.19250, -0.93364], [-3.41397, -0.08598, -2.40356], [-0.30174, 0.10283, -1.06111], [0.86060, 0.34087, -0.45305], [0.91107, -0.13564, 0.82724], [2.13342, -0.11378, 1.62652], [2.81209, 1.12667, 1.12218], [3.19291, 1.11275, -0.40294], [1.76978, 1.18871, -1.00007], [-2.76905, -1.42788, 0.60671], [-2.21460, -1.82466, -0.89600], [-3.40409, 0.67360, -0.26635], [-4.45267, -0.62381, -0.52431], [-2.54906, 0.24323, -2.55321], [1.65947, -0.09300, 2.74475], [2.93820, -0.86456, 1.37421], [3.77615, 1.43811, 1.58586], [2.42184, 2.12788, 1.24703], [3.90354, 2.01992, -0.69017], [3.47282, 0.04638, -0.69161], [1.81559, 0.97215, -2.05474]], "atomic_forces_ev_per_a": [[-1.8, 1.2, -2.0], [2.4, -2.4, 4.5], [1.4, 0.7, -0.2], [-2.7, -1.4, -4.7], [1.4, -0.2, 1.6], [-1.7, -0.5, 3.1], [0.6, 0.5, 1.4], [-2.2, 0.0, -0.6], [0.4, 0.6, -2.5], [-1.2, 0.8, 1.7], [3.7, 2.8, -0.3], [-2.2, -1.0, 0.5], [2.7, -0.1, -3.2], [-0.4, -0.5, 2.5], [0.6, -0.5, -0.1], [-0.5, 1.3, -1.3], [0.6, -0.1, -1.4], [1.5, 0.6, -0.4], [2.0, -0.2, -2.5], [-1.6, -0.3, 0.7], [-0.2, -1.4, 0.4], [-1.6, -0.1, 0.2], [-1.8, -2.3, 0.3], [0.9, 1.6, 0.3], [-0.4, 0.8, 2.1]]}